Entry 1:
DFT (the ωB97M-V functional and the def2-TZVPD basis) results for C3H7BrN as an isolated structure at a distorted geometry.

- Kohn-Sham gap (spin up / spin down) (eV) = 6.59 / 8.86
- ΔE to the lowest compared entry with this formula, charge and spin (kcal per mole) = 118.8
- LUMO level (spin up / spin down) (eV) = -4.79 / -3.87

Geometry as ORCA input:
```
! RIJCOSX wB97M-V def2-TZVPD def2/J DEFGRID3
* xyz 1 1
C 3.294 -1.008 0.047
C 2.207 -0.416 -0.179
C -1.436 -0.202 -0.031
N -2.198 1.039 0.050
Br 0.938 0.759 -0.047
H 4.223 -0.535 -0.245
H 3.154 -2.126 0.126
H -1.824 -0.833 -0.782
H -1.353 -0.749 0.971
H -1.756 1.722 0.696
H -3.220 0.872 0.173
H -2.030 1.476 -0.779
*
```

---

Entry 2:
DFT (the ωB97M-V functional and the def2-TZVPD basis) results for an isolated ion of composition C3H7BrN and charge +1 at a distorted geometry.

- Kohn-Sham gap (eV) = 10.32
- ΔE to the lowest compared entry with this formula, charge and spin (kcal per mole) = 17.3
- LUMO level (eV) = -4.07

Geometry as ORCA input:
```
! RIJCOSX wB97M-V def2-TZVPD def2/J DEFGRID3
* xyz 1 1
C 0.873 -0.348 -0.901
C -0.389 -1.252 -0.667
C -0.414 0.380 -0.593
N -0.527 1.346 0.566
Br -1.324 1.139 -2.043
H 1.697 -0.329 -0.208
H 1.028 -0.246 -2.012
H -0.844 -1.794 -1.474
H -0.370 -1.647 0.297
H -0.356 1.068 1.648
H -1.532 1.651 0.606
H 0.045 2.215 0.300
*
```

---

Entry 3:
DFT (the ωB97M-V functional and the def2-TZVPD basis) results for an isolated ion of composition C3H7BrN3 and charge +1 at a distorted geometry.

- Kohn-Sham gap (eV) = 9.75
- ΔE to the lowest compared entry with this formula, charge and spin (kcal per mole) = 30.4
- LUMO level (eV) = -4.39

Geometry as ORCA input:
```
! RIJCOSX wB97M-V def2-TZVPD def2/J DEFGRID3
* xyz 1 1
C -0.141 0.319 0.845
C -0.520 1.759 0.499
C 0.915 0.039 -0.421
N -0.082 1.993 -0.845
N 0.630 1.138 -1.323
N 0.725 -1.244 -1.161
Br 2.831 0.098 0.157
H 0.363 0.185 1.793
H -0.986 -0.361 0.761
H -1.586 1.980 0.551
H -0.009 2.502 1.120
H -0.247 -1.581 -1.105
H 1.358 -1.978 -0.806
H 0.959 -1.062 -2.154
*
```

---

Entry 4:
DFT (the ωB97M-V functional and the def2-TZVPD basis) results for an isolated ion of composition C3H7BrN4 and charge +2 at a distorted geometry.

- Kohn-Sham gap (eV) = 7.10
- ΔE to the lowest compared entry with this formula, charge and spin (kcal per mole) = 43.1
- LUMO level (eV) = -10.24

Geometry as ORCA input:
```
! RIJCOSX wB97M-V def2-TZVPD def2/J DEFGRID3
* xyz 2 1
C 0.790 0.253 1.226
C -0.019 -0.698 -1.081
C -1.158 1.730 1.495
N 0.062 1.170 1.837
N 0.729 -0.476 0.100
N -1.057 -0.008 -1.469
N 0.450 -1.677 -1.829
Br -1.768 2.976 2.672
H 1.694 0.004 1.791
H -1.453 0.738 -0.892
H 0.496 1.490 2.716
H 1.531 -1.111 0.073
H -1.536 -0.210 -2.340
H 1.236 -2.271 -1.589
H 0.004 -1.910 -2.711
*
```

---

Entry 5:
DFT (the ωB97M-V functional and the def2-TZVPD basis) results for a 2-piece molecular cluster, C3H7BrO overall at a distorted geometry.

- Kohn-Sham gap (spin up / spin down) (eV) = 7.13 / 7.12
- ΔE to the lowest compared entry with this formula, charge and spin (kcal per mole) = 91.2
- LUMO level (spin up / spin down) (eV) = -1.16 / -1.16

Geometry as ORCA input:
```
! RIJCOSX wB97M-V def2-TZVPD def2/J DEFGRID3
* xyz 0 1
C -0.519 1.536 -0.437
C 1.315 -1.524 0.127
C -1.190 0.521 0.393
O 0.086 -1.412 -0.397
Br -2.887 -0.046 0.013
H -0.620 2.529 0.013
H 0.548 1.319 -0.496
H -0.933 1.562 -1.442
H 1.339 -1.408 1.226
H 2.052 -0.838 -0.328
H 1.661 -2.556 -0.066
H -0.853 0.317 1.396
*
```

---

Entry 6:
DFT (the ωB97M-V functional and the def2-TZVPD basis) results for one molecule with the formula C3H7BrS at a distorted geometry.

- Kohn-Sham gap (eV) = 9.64
- ΔE to the lowest compared entry with this formula, charge and spin (kcal per mole) = 35.7
- LUMO level (eV) = 0.82

Geometry as ORCA input:
```
! RIJCOSX wB97M-V def2-TZVPD def2/J DEFGRID3
* xyz 0 1
C 0.710 1.609 -1.397
C -1.596 -1.288 0.721
C 0.204 0.017 -0.772
S -0.913 0.341 0.558
Br -0.544 -0.887 -2.261
H 1.558 1.544 -2.037
H -0.159 1.962 -1.760
H 1.032 2.111 -0.405
H -1.804 -1.219 1.850
H -0.759 -2.059 0.489
H -2.577 -1.514 0.286
H 0.996 -0.498 -0.388
*
```

---

Entry 7:
DFT (the ωB97M-V functional and the def2-TZVPD basis) results for one molecule with the formula C3H7Cl2N at a distorted geometry.

- Kohn-Sham gap (eV) = 10.92
- ΔE to the lowest compared entry with this formula, charge and spin (kcal per mole) = 3.3
- LUMO level (eV) = 0.79

Geometry as ORCA input:
```
! RIJCOSX wB97M-V def2-TZVPD def2/J DEFGRID3
* xyz 0 1
C 0.873 -0.280 0.518
C -0.678 -0.199 0.512
C -1.085 0.926 -0.450
H 2.239 -1.404 -0.476
H 1.422 -0.382 -1.435
H 1.226 -0.794 1.426
H 1.257 0.724 0.542
H -1.074 -1.165 0.187
H -0.912 1.996 -0.098
H -0.513 0.723 -1.327
N 1.311 -1.037 -0.648
Cl -1.269 0.105 2.237
Cl -2.798 0.786 -0.989
*
```

---

Entry 8:
DFT (the ωB97M-V functional and the def2-TZVPD basis) results for one molecule with the formula C3H7Cl2N at a distorted geometry.

- Kohn-Sham gap (eV) = 10.96
- ΔE to the lowest compared entry with this formula, charge and spin (kcal per mole) = 11.9
- LUMO level (eV) = 0.84

Geometry as ORCA input:
```
! RIJCOSX wB97M-V def2-TZVPD def2/J DEFGRID3
* xyz 0 1
C 0.391 -0.246 -0.114
C 0.218 1.273 -0.284
C -0.842 -0.916 -0.673
H 1.404 -0.058 1.697
H -0.244 -0.148 1.632
H 1.240 -0.612 -0.763
H -0.719 1.544 0.322
H 0.145 1.594 -1.328
H -1.014 -0.777 -1.701
H -1.772 -0.567 -0.024
N 0.566 -0.604 1.314
Cl 1.552 2.230 0.336
Cl -0.926 -2.714 -0.414
*
```

---

Entry 9:
DFT (the ωB97M-V functional and the def2-TZVPD basis) results for a 2-piece molecular cluster, C3H7Cl2N overall at a distorted geometry.

- Kohn-Sham gap (spin up / spin down) (eV) = 7.26 / 8.82
- ΔE to the lowest compared entry with this formula, charge and spin (kcal per mole) = 32.5
- LUMO level (spin up / spin down) (eV) = 0.22 / -1.95

Geometry as ORCA input:
```
! RIJCOSX wB97M-V def2-TZVPD def2/J DEFGRID3
* xyz 0 3
C -1.178 -1.265 0.529
C 0.181 -0.611 0.732
C 0.974 -0.010 -0.469
N 0.375 2.154 -0.427
Cl 1.663 2.977 -1.146
Cl -1.003 2.114 -1.395
H -1.001 -2.271 -0.135
H -1.589 -1.448 1.553
H -1.855 -0.721 -0.009
H 0.812 -1.307 1.258
H -0.041 0.343 1.431
H 1.980 0.284 -0.381
H 0.681 -0.239 -1.542
*
```

---

Entry 10:
DFT (the ωB97M-V functional and the def2-TZVPD basis) results for a 3-piece molecular cluster, C3H7Cl2NO3S overall at a distorted geometry.

- Kohn-Sham gap (eV) = 8.40
- ΔE to the lowest compared entry with this formula, charge and spin (kcal per mole) = 0.0
- LUMO level (eV) = -1.31

Geometry as ORCA input:
```
! RIJCOSX wB97M-V def2-TZVPD def2/J DEFGRID3
* xyz 0 1
C 2.738 -0.583 -0.302
C 1.354 -0.066 0.207
C 0.305 -1.096 -0.025
N 1.047 1.194 -0.438
O -4.806 -1.206 -0.724
O -0.544 -0.938 -0.855
O -4.013 0.718 0.455
S -4.698 0.191 -0.710
Cl -1.720 2.624 1.017
Cl 0.327 -2.536 1.046
H 2.760 -1.482 -0.995
H 3.396 0.198 -0.679
H 3.290 -1.088 0.532
H 1.592 -0.070 1.335
H -2.112 1.447 1.373
H 0.603 0.861 -1.304
H 0.479 1.832 0.064
*
```